{
  "formula": "C24H60F8K3N4O32P4S8",
  "method": "ωB97M-V/def2-TZVPD",
  "total_energy_ev": -291907.603,
  "e_homo_ev": -7.373,
  "e_above_lowest_kj_mol": 88.9,
  "charge": -1,
  "max_force_ev_per_a": 6.11,
  "species": ["K", "K", "K", "N", "S", "O", "O", "F", "S", "O", "O", "F", "N", "S", "O", "O", "F", "S", "O", "O", "F", "N", "S", "O", "O", "F", "S", "O", "O", "F", "N", "S", "O", "O", "F", "S", "O", "O", "F", "C", "C", "O", "P", "O", "O", "C", "C", "O", "C", "C", "H", "H", "H", "H", "H", "H", "H", "H", "H", "H", "H", "H", "H", "H", "H", "C", "C", "O", "P", "O", "O", "C", "C", "O", "C", "C", "H", "H", "H", "H", "H", "H", "H", "H", "H", "H", "H", "H", "H", "H", "H", "C", "C", "O", "P", "O", "O", "C", "C", "O", "C", "C", "H", "H", "H", "H", "H", "H", "H", "H", "H", "H", "H", "H", "H", "H", "H", "C", "C", "O", "P", "O", "O", "C", "C", "O", "C", "C", "H", "H", "H", "H", "H", "H", "H", "H", "H", "H", "H", "H", "H", "H", "H"],
  "xyz": [[-2.795, -1.912, 2.296], [-2.098, 0.096, -3.314], [0.022, 0.018, 3.808], [2.799, -1.065, 4.086], [2.544, -2.642, 3.920], [1.605, -3.227, 4.839], [3.688, -3.321, 3.453], [1.653, -2.504, 2.576], [3.415, -1.132, 5.648], [4.357, -2.138, 5.972], [2.477, -0.756, 6.658], [4.311, 0.155, 5.408], [-3.130, 5.123, -1.888], [-1.550, 4.998, -1.991], [-1.094, 3.786, -2.601], [-0.810, 5.511, -0.893], [-1.308, 6.119, -3.095], [-3.519, 3.854, -0.946], [-2.837, 3.687, 0.291], [-3.973, 2.722, -1.678], [-4.884, 4.528, -0.420], [-0.805, -0.449, 1.092], [-0.719, 1.075, 0.627], [-1.286, 1.439, -0.606], [0.513, 1.636, 1.095], [-1.742, 1.689, 1.713], [0.313, -1.013, -0.097], [1.684, -1.022, 0.225], [-0.098, -0.826, -1.438], [-0.080, -2.526, 0.241], [-3.330, -2.328, -2.885], [-2.397, -3.655, -2.891], [-2.949, -4.912, -3.233], [-1.223, -3.549, -2.097], [-1.800, -3.307, -4.379], [-4.100, -2.684, -1.481], [-3.373, -2.278, -0.314], [-4.936, -3.828, -1.451], [-5.160, -1.489, -1.550], [0.576, -6.133, -3.894], [1.578, -6.400, -2.807], [1.682, -5.258, -1.945], [2.373, -5.395, -0.528], [2.978, -4.188, 0.004], [1.238, -6.067, 0.349], [0.520, -5.370, 1.388], [-0.940, -5.653, 1.153], [3.354, -6.613, -0.781], [4.235, -7.055, 0.234], [3.647, -8.168, 1.134], [-0.391, -5.799, -3.519], [0.840, -5.356, -4.624], [0.530, -6.996, -4.565], [1.293, -7.310, -2.276], [2.569, -6.571, -3.233], [0.864, -5.754, 2.349], [0.757, -4.310, 1.341], [-1.301, -5.444, 0.147], [-1.165, -6.703, 1.356], [-1.585, -5.088, 1.841], [5.198, -7.384, -0.144], [4.359, -6.258, 0.973], [2.861, -7.725, 1.748], [3.165, -8.956, 0.554], [4.450, -8.486, 1.795], [-0.301, 2.143, -9.406], [0.799, 1.180, -9.024], [0.326, 0.416, -7.903], [1.338, -0.515, -7.145], [2.274, 0.081, -6.211], [0.321, -1.529, -6.508], [0.864, -2.614, -5.722], [1.056, -2.301, -4.261], [2.068, -1.296, -8.313], [3.443, -1.680, -8.266], [4.203, -0.782, -9.240], [-0.446, 2.811, -8.548], [0.072, 2.842, -10.156], [-1.270, 1.696, -9.603], [1.063, 0.515, -9.850], [1.715, 1.728, -8.789], [0.201, -3.454, -5.938], [1.760, -3.022, -6.213], [2.047, -1.912, -4.050], [0.327, -1.538, -3.983], [0.776, -3.175, -3.679], [3.787, -1.407, -7.268], [3.643, -2.714, -8.528], [4.445, 0.178, -8.788], [5.084, -1.241, -9.695], [3.599, -0.579, -10.132], [-8.521, 1.610, 6.121], [-7.237, 0.882, 5.727], [-6.313, 1.800, 5.152], [-5.465, 2.814, 5.996], [-6.200, 3.940, 6.537], [-4.760, 1.874, 7.087], [-5.080, 2.097, 8.448], [-4.065, 1.420, 9.346], [-4.210, 3.181, 5.149], [-4.378, 4.067, 4.030], [-3.064, 4.525, 3.449], [-8.887, 2.147, 5.242], [-9.289, 0.920, 6.463], [-8.321, 2.402, 6.843], [-6.770, 0.407, 6.591], [-7.535, 0.113, 5.017], [-5.095, 3.149, 8.754], [-6.107, 1.827, 8.728], [-4.089, 0.334, 9.258], [-3.063, 1.734, 9.036], [-4.114, 1.764, 10.377], [-4.958, 3.601, 3.231], [-4.887, 4.989, 4.325], [-3.303, 5.094, 2.549], [-2.447, 5.136, 4.105], [-2.477, 3.682, 3.083], [6.445, 5.057, 3.050], [6.125, 4.580, 1.623], [4.848, 5.042, 1.192], [3.564, 4.168, 1.509], [3.853, 2.742, 1.649], [2.984, 4.882, 2.800], [1.708, 4.415, 3.261], [0.521, 4.827, 2.434], [2.524, 4.546, 0.414], [2.569, 4.189, -0.957], [2.387, 5.407, -1.858], [6.954, 6.024, 3.068], [5.575, 5.030, 3.699], [7.254, 4.432, 3.449], [6.854, 5.089, 0.995], [6.210, 3.497, 1.617], [1.723, 3.334, 3.443], [1.605, 4.813, 4.273], [0.231, 4.205, 1.596], [-0.344, 4.897, 3.109], [0.559, 5.886, 2.164], [3.464, 3.660, -1.298], [1.733, 3.514, -1.150], [1.445, 5.890, -1.603], [3.231, 6.091, -1.778], [2.346, 5.005, -2.872]],
  "mulliken_charge": [0.9915, 0.9447, 0.8963, -0.1402, 0.9469, -0.6167, -0.5413, -0.1268, 1.0087, -0.5616, -0.6210, -0.2496, -0.6047, 1.1111, -0.4949, -0.5442, -0.3090, 1.1132, -0.1190, -0.6209, -0.3414, 0.1084, 0.0461, -0.2904, -0.3479, -0.2708, 0.6550, -0.5969, -0.3980, -0.0003, -0.3425, 0.7840, -0.6120, 0.0130, -0.3718, 0.7738, -0.4043, -0.5847, -0.3093, -1.0176, -0.1844, 0.3003, 0.7870, -0.7768, -0.2883, 0.7233, -1.0876, -0.4215, -0.3522, -0.9229, 0.1641, 0.0499, 0.4694, 0.3210, 0.2939, 0.3345, -0.4838, 0.0370, 0.4073, 0.2520, 0.3924, 0.2455, 0.1340, 0.2731, 0.4012, -1.3500, -0.0597, -0.3357, 1.2815, -0.7565, -0.4760, -0.5025, -0.2064, -0.3260, -0.1934, -1.2001, 0.3241, 0.3812, 0.3267, 0.2394, 0.3194, 0.3010, 0.3545, 0.5874, -0.1120, -0.2539, 0.3275, 0.3571, 0.2668, 0.4052, 0.2489, -1.1032, -0.1437, -0.2170, 0.6237, -0.7515, -0.1818, -0.1059, -1.2458, -0.1182, -0.3689, -0.9021, 0.2986, 0.3881, 0.3161, 0.2153, 0.2960, 0.3342, 0.2878, 0.2844, 0.3034, 0.3794, 0.3475, 0.3144, 0.3677, 0.3899, -0.0573, -0.9590, -0.3108, -0.3472, 0.4794, -0.5915, -0.3837, -0.4739, -0.1731, 0.1296, 0.1486, -1.2536, 0.2886, 0.2557, 0.3313, 0.2871, 0.3012, 0.1504, 0.4391, 0.1474, -0.0949, 0.3422, 0.4177, -0.0115, 0.1628, 0.3846, 0.4103]
}

---

{
  "formula": "C28H55Cl8N5",
  "method": "ωB97M-V/def2-TZVPD",
  "total_energy_ev": -137556.241,
  "e_homo_ev": -8.126,
  "smiles": "ClC(Cl)(Cl)Cl.ClC(Cl)(Cl)Cl.c1cc[nH]c1.c1cc[nH]c1.CCN(CC)CC.CCN(CC)CC.CCN(CC)CC",
  "e_above_lowest_kj_mol": 0.0,
  "max_force_ev_per_a": 0.98,
  "species": ["Cl", "C", "Cl", "Cl", "Cl", "Cl", "C", "Cl", "Cl", "Cl", "C", "C", "C", "N", "C", "H", "H", "H", "H", "H", "C", "C", "C", "N", "C", "H", "H", "H", "H", "H", "C", "C", "N", "C", "C", "C", "C", "H", "H", "H", "H", "H", "H", "H", "H", "H", "H", "H", "H", "H", "H", "H", "C", "C", "N", "C", "C", "C", "C", "H", "H", "H", "H", "H", "H", "H", "H", "H", "H", "H", "H", "H", "H", "H", "C", "C", "N", "C", "C", "C", "C", "H", "H", "H", "H", "H", "H", "H", "H", "H", "H", "H", "H", "H", "H", "H"],
  "xyz": [[1.524, -2.376, 1.818], [0.671, -1.130, 0.917], [-0.917, -0.879, 1.651], [1.551, 0.388, 0.945], [0.437, -1.659, -0.764], [-1.993, 1.440, 3.540], [-2.999, 1.062, 4.932], [-3.884, -0.433, 4.606], [-1.996, 0.834, 6.364], [-4.124, 2.393, 5.209], [2.131, 2.443, -2.064], [1.966, 3.077, -3.331], [1.783, 2.095, -4.263], [1.842, 0.888, -3.616], [2.058, 1.089, -2.288], [2.278, 2.876, -1.089], [1.974, 4.148, -3.445], [1.570, 2.123, -5.317], [1.863, -0.013, -4.081], [2.170, 0.220, -1.670], [-2.941, -6.159, 1.652], [-2.092, -5.075, 1.276], [-1.569, -4.562, 2.426], [-2.124, -5.232, 3.482], [-2.980, -6.187, 3.012], [-3.387, -6.878, 0.987], [-1.833, -4.778, 0.274], [-0.897, -3.734, 2.566], [-1.833, -5.142, 4.437], [-3.447, -6.909, 3.659], [-2.305, 0.507, -1.564], [-1.884, 1.750, -2.344], [-2.439, 2.984, -1.756], [-1.442, 3.582, -0.859], [-2.042, 4.601, 0.102], [-2.818, 3.920, -2.803], [-4.123, 3.534, -3.487], [-1.970, 0.616, -0.534], [-1.801, -0.342, -2.034], [-3.372, 0.280, -1.562], [-0.785, 1.770, -2.285], [-2.163, 1.639, -3.392], [-1.001, 2.796, -0.239], [-0.635, 4.044, -1.450], [-2.819, 4.156, 0.719], [-1.239, 4.933, 0.768], [-2.399, 5.485, -0.424], [-2.053, 3.990, -3.600], [-2.950, 4.930, -2.416], [-4.504, 4.376, -4.071], [-4.897, 3.282, -2.757], [-4.051, 2.670, -4.151], [3.171, -0.862, -6.972], [2.599, -2.017, -6.170], [1.405, -1.670, -5.379], [0.871, -2.917, -4.824], [1.763, -3.628, -3.812], [0.404, -1.007, -6.213], [-0.851, -0.637, -5.473], [4.159, -1.115, -7.356], [3.278, 0.038, -6.359], [2.554, -0.585, -7.827], [2.359, -2.848, -6.852], [3.374, -2.316, -5.466], [-0.068, -2.719, -4.311], [0.640, -3.623, -5.644], [1.230, -4.491, -3.413], [2.714, -3.925, -4.247], [1.959, -2.999, -2.939], [0.125, -1.642, -7.077], [0.862, -0.114, -6.631], [-1.521, -0.065, -6.121], [-0.651, -0.046, -4.578], [-1.438, -1.519, -5.216], [2.050, 3.082, 6.145], [1.237, 1.927, 6.686], [2.045, 0.733, 6.959], [1.166, -0.278, 7.574], [1.899, -1.537, 8.034], [2.708, 0.239, 5.768], [1.856, -0.243, 4.588], [2.371, 2.872, 5.124], [2.923, 3.249, 6.773], [1.441, 3.984, 6.094], [0.786, 2.232, 7.632], [0.423, 1.692, 5.980], [0.665, 0.205, 8.411], [0.411, -0.587, 6.827], [2.497, -1.360, 8.926], [1.147, -2.287, 8.301], [2.482, -1.990, 7.235], [3.398, -0.568, 6.036], [3.414, 0.980, 5.390], [1.228, -1.118, 4.753], [2.580, -0.487, 3.805], [1.225, 0.537, 4.153]],
  "mulliken_charge": [-0.0856, 0.1523, -0.0639, -0.1156, 0.0349, -0.0392, 0.2642, -0.1093, -0.0710, -0.1031, -0.4756, -0.9652, -0.3861, 0.2328, -0.6627, 0.4959, 0.4578, 0.3934, 0.1194, 0.5987, -0.5773, -0.1737, -0.3488, -0.0019, -0.5066, 0.3758, 0.4507, 0.2011, 0.2090, 0.3765, -0.8035, 0.0351, 0.2372, 0.0026, -1.3825, -0.2134, -1.3865, -0.0654, 0.1747, 0.3326, -0.3302, 0.4856, 0.1625, 0.1017, 0.3100, 0.4111, 0.3717, 0.2535, 0.4042, 0.4222, 0.3275, 0.2574, -1.4290, -0.5217, 0.7658, -0.4491, -1.4793, -0.5285, -1.4226, 0.4024, 0.3070, 0.3145, 0.4009, 0.3564, 0.3070, 0.2902, 0.4422, 0.3772, 0.2134, 0.4290, 0.3305, 0.4842, 0.2011, 0.3571, -1.4849, 0.2216, 0.0354, -0.1085, -1.3748, -1.7102, -0.1827, 0.2400, 0.3402, 0.4497, 0.4744, -0.1512, 0.4838, 0.0808, 0.3082, 0.3891, 0.3076, 0.4328, 0.4935, 0.2935, 0.3771, 0.1510]
}

---

{
  "formula": "C2H4ClOP",
  "method": "ωB97M-V/def2-TZVPD",
  "total_energy_ev": -25995.275,
  "e_homo_ev": -9.442,
  "e_above_lowest_kj_mol": 255.6,
  "max_force_ev_per_a": 5.00,
  "species": ["C", "C", "O", "P", "Cl", "H", "H", "H", "H"],
  "xyz": [[-1.170, 0.037, -0.369], [0.262, 0.199, 0.132], [2.461, -1.174, 0.890], [1.605, -1.125, -0.269], [1.238, 1.373, -0.622], [-1.467, 0.982, -0.755], [-1.291, -0.737, -1.198], [-1.718, -0.221, 0.645], [0.081, 0.666, 1.546]],
  "mulliken_charge": [-0.9182, 0.0968, -0.4058, 0.2505, -0.1713, 0.2894, 0.3054, 0.2583, 0.2949]
}